The following is a quantum chemistry calculation of C3H4N4O in the gas phase at a distorted geometry, from OMol25.

Geometry as XYZ:
```
12
Properties=species:S:1:pos:R:3:lowdin_charge:R:1
C 2.47298 -0.09654 0.12938 0.079
N 1.19806 0.42388 -0.15790 0.026
N -0.05610 -0.07770 -0.14745 -0.031
C -0.73732 -1.42212 -0.03021 -0.098
N -1.96406 -1.15680 0.13227 -0.054
N -2.31783 0.10954 0.02188 0.067
C -1.14128 0.70475 -0.14572 -0.473
O -0.96124 1.99501 0.11651 0.051
H 2.40582 -1.13387 0.02887 0.027
H 3.31453 0.55134 0.30790 0.057
H -0.40308 -2.51110 -0.10060 0.132
H -1.81049 2.61361 -0.15494 0.217
```

SMILES string   C=Nn1cnnc1O
Highest occupied orbital energy   -9.2 eV
Spin multiplicity   1
Gap between HOMO and LUMO   9.0 eV

=====

The following is a quantum chemistry calculation of C33H33MnN9OS3 as an isolated structure, from OMol25.

Geometry as XYZ:
```
80
Properties=species:S:1:pos:R:3:lowdin_spin:R:1
Mn 1.12307 1.83101 -0.82224 4.681
N -2.12183 3.38043 2.06242 0.002
C -1.28924 3.24232 1.03303 0.006
N -0.41610 2.28863 0.89988 0.033
C -0.33593 1.31314 1.88621 0.000
N 0.47421 0.29975 1.81021 0.004
N 1.24229 0.31568 0.67107 0.031
C 2.01889 -0.68302 0.47976 0.021
C 2.84243 -0.69281 -0.73902 0.006
C 3.69201 -1.75163 -1.01359 0.002
C 4.42938 -1.72278 -2.19030 0.003
C 4.29114 -0.64059 -3.04132 0.002
C 3.41226 0.37697 -2.69324 0.008
N 2.69465 0.35943 -1.57385 0.038
C -1.19939 1.42087 3.06044 0.001
C -1.15251 0.50536 4.11926 0.000
C -1.99325 0.65522 5.19852 0.000
C -2.89773 1.72103 5.24498 -0.001
C -2.95924 2.63606 4.21589 0.000
C -2.10486 2.47778 3.12825 -0.001
H -2.77235 4.15123 2.07201 0.000
H -1.36797 3.98986 0.25132 0.001
H 2.07573 -1.50894 1.18375 0.001
H 3.75894 -2.58876 -0.33318 0.000
H 5.09549 -2.53835 -2.43637 0.000
H 4.84750 -0.57660 -3.96553 0.000
H 3.27739 1.23871 -3.33647 0.001
H -0.44388 -0.30951 4.07132 0.000
H -1.95429 -0.04946 6.01743 0.000
H -3.55387 1.83295 6.09730 0.000
H -3.65495 3.46507 4.24869 0.000
C 2.95398 2.56245 2.52928 0.001
C 2.81897 3.63648 1.50381 0.006
N 2.33437 3.46759 0.29853 0.034
C 2.33827 4.65073 -0.41429 0.003
C 2.80963 5.72492 0.26999 0.001
S 3.28990 5.24637 1.83462 0.005
C 1.88335 4.62621 -1.80596 0.004
C 2.00593 5.62013 -2.72121 0.000
S 1.38178 5.10825 -4.22338 0.006
C 0.98388 3.58749 -3.56463 0.011
N 1.29603 3.46926 -2.29121 0.028
C 0.32905 2.53601 -4.39339 0.002
H 3.04547 1.59470 2.04374 0.000
H 2.08079 2.54036 3.18419 0.000
H 3.83238 2.72761 3.15081 0.000
H 2.91151 6.74378 -0.06523 0.000
H 2.44618 6.59519 -2.59485 0.000
H 0.62036 2.63113 -5.43802 0.000
H -0.75717 2.62650 -4.33688 0.000
H 0.59288 1.54498 -4.03162 0.001
C -2.66673 -4.12548 2.21034 0.000
C -2.81891 -3.10828 1.08775 0.000
C -1.52600 -2.33458 0.88301 0.001
N -1.65019 -1.29955 -0.14925 0.007
C -0.87814 -1.01916 -1.18472 0.011
S -0.96895 0.51701 -1.93640 0.032
N 0.02294 -1.91157 -1.65811 0.003
C 0.12008 -3.34013 -1.53706 0.000
O 1.21914 -3.81559 -1.41997 0.001
C -1.13152 -4.11278 -1.66093 0.000
C -1.16963 -5.39044 -1.10344 0.000
C -2.31528 -6.15592 -1.22484 0.000
C -3.40978 -5.65865 -1.92309 0.000
C -3.36428 -4.39618 -2.49941 0.000
C -2.22826 -3.61486 -2.36255 0.000
H -3.59322 -4.67564 2.36518 0.000
H -2.40444 -3.64325 3.15407 0.000
H -1.88666 -4.85237 1.97593 0.000
H -3.62034 -2.40210 1.32580 0.000
H -3.10009 -3.60484 0.15747 0.000
H -0.70853 -3.00466 0.62947 0.000
H -1.24098 -1.82104 1.80617 0.000
H -2.31731 -0.56810 0.04878 0.000
H 0.73689 -1.50411 -2.24419 0.000
H -0.29835 -5.76877 -0.58444 0.000
H -2.35460 -7.14424 -0.78739 0.000
H -4.30042 -6.26424 -2.02672 0.000
H -4.21162 -4.02409 -3.05900 0.000
H -2.19035 -2.63561 -2.82340 0.000
```

Highest occupied orbital energy (alpha / beta)   -13.3 / -13.4 eV
Spin multiplicity   6
Expectation value of S²   8.75
Gap between HOMO and LUMO (alpha / beta)   7.5 / 7.6 eV
Total charge   +2

=====

The following is a quantum chemistry calculation of C3H8N2S in the gas phase at a distorted geometry, from OMol25.

Geometry as XYZ:
```
14
Properties=species:S:1:pos:R:3:lowdin_charge:R:1
N 1.29872 0.32729 -1.40585 -0.041
C 0.94029 -1.14576 -1.26243 -0.272
C -0.20779 -1.33725 -0.32254 -0.313
N 0.00864 -0.82257 0.92175 -0.097
C -0.16591 0.39983 1.33948 -0.734
S -1.05191 1.38069 0.45903 0.684
H 1.77106 0.42245 -0.47233 0.063
H 0.36751 0.89598 -1.54287 0.053
H 1.87969 -1.49736 -0.79625 0.097
H 0.97853 -1.83725 -2.19648 0.134
H -0.50231 -2.38436 -0.30383 0.134
H -0.92195 -0.82542 -0.86773 0.059
H 0.26774 -1.60543 1.42444 0.123
H 0.43927 0.70641 2.27217 0.111
```

SMILES string   NCCNC=S
Highest occupied orbital energy   -8.4 eV
Spin multiplicity   1
Gap between HOMO and LUMO   9.0 eV

=====

The following is a quantum chemistry calculation of C19H13N4O9SW as an isolated structure at a distorted geometry, from OMol25.

Geometry as XYZ:
```
47
Properties=species:S:1:pos:R:3:lowdin_charge:R:1
W 0.88173 -0.78375 -0.41474 2.051
C 8.09896 1.31618 3.47733 0.002
C 7.07123 0.74866 2.53897 -0.214
C 7.24273 0.84653 1.15953 0.047
C 6.33515 0.27497 0.23078 0.011
C 5.35771 -0.28693 0.93246 0.091
C 4.98396 -0.50716 2.18926 0.009
C 5.94785 0.08283 3.03628 0.047
S 3.17286 0.00875 -0.97814 0.981
O 1.87532 -0.08643 -1.93687 -0.469
O 3.15140 -1.40488 -0.46369 -0.452
N 2.24814 0.54960 0.38530 -0.235
C 1.50202 1.70986 0.05368 -0.439
C 1.98177 2.97334 -0.14622 0.043
C 1.04844 3.94662 -0.49193 0.054
C -0.29015 3.58847 -0.62216 0.037
C -0.67571 2.27928 -0.43332 -0.006
N 0.22490 1.32563 -0.10614 0.026
H 8.64848 2.13676 3.02241 0.100
H 8.81949 0.53562 3.73245 0.115
H 7.64531 1.65980 4.40440 0.101
H 8.09143 1.36055 0.72200 0.158
H 6.51950 0.31983 -0.83531 0.156
H 4.12153 -1.02970 2.57481 0.149
H 5.76602 -0.01594 4.10022 0.155
H 3.03329 3.19916 -0.02584 0.142
H 1.36078 4.97172 -0.64624 0.148
H -1.03686 4.32567 -0.88282 0.146
H -1.70662 1.98356 -0.53282 0.120
O -2.69608 0.21040 -1.04722 0.265
C -2.02035 -0.71251 -0.83410 -0.335
O -0.68156 -0.88098 -1.38767 -0.168
C -2.22919 -1.95209 0.00332 -0.013
C -3.21341 -2.91418 -0.19722 0.152
C -2.93474 -4.22610 0.15651 -0.056
C -1.66476 -4.64026 0.49988 0.156
C -0.71829 -3.64530 0.70031 -0.045
C -1.06932 -2.31367 0.66786 -0.216
O -0.15523 -1.34850 1.02935 -0.139
N 0.67733 -3.85594 0.41610 -0.172
O 1.20727 -2.89830 -0.33153 -0.129
O 1.29428 -4.82055 0.63997 0.325
N -3.96882 -5.26920 -0.10748 -0.338
O -5.06904 -4.85323 -0.35660 0.158
O -3.58252 -6.40771 -0.05511 0.151
H -4.15941 -2.67199 -0.66901 0.167
H -1.41541 -5.69649 0.51406 0.166
```

Highest occupied orbital energy   -18.7 eV
Spin multiplicity   1
Gap between HOMO and LUMO   5.8 eV
Total charge   +3

=====

The records above give, respectively, ΔE to the lowest compared entry with this formula, charge and spin values of 116.1; 0.0; 60.6; 101.3 kcal/mol.